(1)
Entry from OMol25: a 2-piece molecular cluster, HO4PS overall at a distorted geometry (ωB97M-V with the def2-TZVPD basis set).

CARTESIAN COORDINATES (ANGSTROEM)
S1 -1.945 1.224 0.290
P1 0.989 -0.445 -0.229
O1 0.610 -0.697 1.185
O2 -1.440 0.218 -0.943
O3 1.186 -1.646 -1.118
O4 1.773 0.781 -0.506
H1 -1.173 0.564 1.321

Summary:
Charge = -2
Strongest force on any atom = 2.64 eV/Å
HOMO energy = 1.02 eV
Frontier orbital gap = 5.3285 eV
Lowest unoccupied orbital energy = 6.35 eV

(2)
Entry from OMol25: an isolated ion of composition C5H10N and charge +1 at a distorted geometry (ωB97M-V with the def2-TZVPD basis set).

CARTESIAN COORDINATES (ANGSTROEM)
N1 1.295 0.265 0.634
C1 0.054 0.483 -0.202
C2 -0.910 -0.618 -0.261
C3 1.695 0.130 1.994
C4 -1.651 -0.581 -1.660
C5 1.735 0.265 -0.521
H1 -1.635 0.436 -1.950
H2 2.712 0.507 2.154
H3 -0.974 -1.131 -2.232
H4 1.547 -0.961 2.377
H5 -2.587 -1.022 -1.483
H6 1.163 0.675 2.768
H7 -0.231 1.557 -0.290
H8 -1.673 -0.601 0.494
H9 -0.357 -1.533 0.024
H10 2.421 0.033 -1.231

Summary:
Charge = +1
Strongest force on any atom = 6.19 eV/Å
HOMO energy = -15.22 eV
SMILES string = CC[C@@H]1C=[N+]1C
Frontier orbital gap = 10.3409 eV
Lowest unoccupied orbital energy = -4.88 eV

(3)
Entry from OMol25: one molecule with the formula C7H8 at a distorted geometry (ωB97M-V with the def2-TZVPD basis set).

CARTESIAN COORDINATES (ANGSTROEM)
C1 -1.387 0.752 -0.824
C2 0.856 0.845 0.317
C3 2.472 -1.057 0.341
C4 -2.462 -1.151 0.701
C5 -2.200 -0.209 -0.030
C6 -0.301 1.333 0.000
C7 1.326 -0.494 -0.040
H1 -2.896 -1.898 1.364
H2 1.570 1.457 0.879
H3 3.335 -0.525 0.835
H4 -0.987 0.185 -1.780
H5 0.830 -0.999 -0.887
H6 -2.078 1.487 -1.183
H7 2.554 -2.033 -0.110
H8 -0.631 2.307 0.417

Summary:
Charge = 0
Strongest force on any atom = 3.30 eV/Å
HOMO energy = -8.95 eV
SMILES string = C#CC/C=C\C=C
Frontier orbital gap = 9.9100 eV
Lowest unoccupied orbital energy = 0.96 eV

(4)
Entry from OMol25: one molecule with the formula C2H6NO2P at a distorted geometry (ωB97M-V with the def2-TZVPD basis set).

CARTESIAN COORDINATES (ANGSTROEM)
P1 -1.677 -0.967 0.348
O1 1.536 -1.779 -0.473
O2 1.770 0.050 0.790
N1 -0.257 1.384 -0.199
C1 1.179 -0.662 -0.153
C2 -0.061 0.110 -0.702
H1 -1.037 1.384 0.369
H2 1.393 0.968 0.879
H3 -1.199 -2.225 0.268
H4 -1.197 -0.293 1.519
H5 -0.227 2.073 -0.926
H6 -0.223 -0.042 -1.721

Summary:
Charge = 0
Strongest force on any atom = 5.16 eV/Å
HOMO energy = -9.42 eV
SMILES string = N[C@H](P)C(=O)O
Frontier orbital gap = 9.6007 eV
Lowest unoccupied orbital energy = 0.18 eV